2 unconnected molecules or ions with the total composition C2H9NS in a non-equilibrium geometry. Source: OMol25; level of theory: the ωB97M-V functional and the def2-TZVPD basis.

Geometry as XYZ:
```
13
Properties=species:S:1:pos:R:3:forces:R:3:lowdin_charge:R:1
C 0.464 -1.629 0.039 -0.55 -1.62 -0.08 -0.44
S -1.128 -1.156 -0.674 -0.05 -0.13 -0.45 0.71
C -2.208 -2.575 -0.249 1.29 0.38 -0.30 -0.42
H 1.277 -1.461 -0.660 0.07 0.67 0.24 0.03
H 0.475 -2.725 0.154 -0.16 0.19 -0.06 0.03
H 0.553 -1.248 1.042 0.51 0.53 0.10 0.02
H -1.860 -3.525 -0.654 0.13 0.15 -0.28 0.03
H -2.160 -2.659 0.827 -0.84 -0.01 0.27 0.02
H -3.140 -2.301 -0.729 -0.39 -0.16 0.55 0.02
N 3.410 5.745 1.207 0.91 0.65 -0.38 0.01
H 3.180 6.509 0.588 -0.46 -0.64 0.18 0.00
H 4.034 6.028 1.937 -0.13 -0.24 0.26 -0.01
H 2.849 4.932 1.338 -0.32 0.23 -0.05 -0.01
```
Forces are in eV/Å.

Its relative energy (zero: lowest compared OMol25 entry of this formula, charge and spin) is 53.0 kJ/mol. As for the LUMO energy: 1.0 eV. The SMILES is CSC.N. The calculation puts the HOMO energy at -8.48 eV. As for the multiplicity: 1.

C5H11N in the gas phase. Source: OMol25; level of theory: the ωB97M-V functional and the def2-TZVPD basis.

Geometry as XYZ:
```
17
Properties=species:S:1:pos:R:3:forces:R:3:lowdin_charge:R:1
C 1.793 0.505 -0.698 0.16 0.13 -0.14 -0.10
N 1.113 -0.370 0.230 -0.04 0.00 -0.26 -0.11
C 0.491 0.188 1.417 -0.11 0.14 0.09 -0.09
C -0.337 -0.253 0.248 -0.37 0.14 -0.16 -0.51
C -1.059 0.827 -0.601 -0.11 -0.13 0.13 -0.05
C -1.113 -1.557 0.194 -0.03 0.03 0.04 -0.04
H 2.057 -0.077 -1.586 0.10 0.12 0.09 0.08
H 1.131 1.315 -1.013 0.50 0.14 -0.10 0.05
H 2.697 0.936 -0.262 -0.02 -0.16 0.01 0.08
H 0.519 1.266 1.589 0.14 -0.10 -0.16 0.11
H 0.646 -0.397 2.328 -0.32 0.03 -0.32 0.11
H -1.986 1.091 -0.090 -0.13 -0.16 -0.06 0.08
H -1.313 0.414 -1.586 -0.03 -0.03 0.23 0.08
H -0.574 1.790 -0.812 0.11 -0.44 0.47 0.06
H -2.112 -1.424 0.624 0.09 -0.05 -0.05 0.08
H -1.239 -1.843 -0.858 -0.01 0.00 0.17 0.08
H -0.621 -2.392 0.704 0.07 0.33 0.02 0.08
```
Forces are in eV/Å.

Its relative energy (zero: lowest compared OMol25 entry of this formula, charge and spin) is 135.2 kJ/mol. As for the LUMO energy: 1.1 eV. The SMILES is CN1CC1(C)C. The calculation puts the HOMO energy at -8.90 eV. As for the multiplicity: 1.

A molecular structure, C51H56AsGeN2PRh. Source: OMol25; level of theory: the ωB97M-V functional and the def2-TZVPD basis.

Geometry as XYZ:
```
113
Properties=species:S:1:pos:R:3:forces:R:3:lowdin_spin:R:1
Rh 0.649 -0.190 -1.071 0.05 0.40 -0.06 1.36
C -0.744 2.131 1.815 0.20 -0.14 0.00 0.02
C -1.079 1.577 3.195 0.00 0.06 -0.09 0.00
As -1.771 2.903 4.497 0.00 -0.01 0.00 0.00
C -0.381 4.255 4.316 -0.06 0.13 0.02 0.00
C -0.710 5.596 4.511 0.12 0.01 -0.02 0.00
C 0.276 6.573 4.499 0.01 -0.03 0.00 0.00
C 1.606 6.220 4.307 -0.03 0.01 0.01 0.00
C 1.946 4.886 4.140 -0.03 -0.03 -0.02 0.00
C 0.957 3.909 4.146 0.02 0.01 0.03 0.00
C -3.159 3.634 3.324 -0.04 0.05 0.00 0.00
C -4.430 3.078 3.464 0.01 0.04 -0.04 0.00
C -5.482 3.500 2.661 0.03 0.02 -0.01 0.00
C -5.276 4.491 1.710 0.01 -0.02 0.04 0.00
C -4.015 5.057 1.566 0.02 -0.04 0.03 0.00
C -2.962 4.632 2.369 -0.09 -0.01 -0.02 0.00
P -0.866 0.892 0.467 -0.43 -0.11 -0.21 0.06
C -0.572 1.814 -1.049 -0.11 -0.13 -0.07 0.18
C 0.687 2.365 -1.168 0.12 0.24 -0.20 0.07
C 1.092 3.025 -2.370 -0.04 -0.05 0.03 0.33
C 0.146 3.216 -3.385 0.07 -0.01 0.07 0.02
C -1.047 2.559 -3.347 -0.03 -0.17 -0.03 0.28
C -1.307 1.480 -2.339 0.11 0.00 -0.07 0.11
C -2.602 0.419 0.543 -0.04 -0.03 0.09 0.01
C -2.910 -0.823 1.095 -0.06 -0.05 -0.07 0.00
C -4.234 -1.193 1.286 0.01 0.00 -0.04 0.00
C -5.253 -0.328 0.912 -0.01 -0.01 0.01 0.00
C -4.952 0.919 0.379 0.00 -0.01 0.01 0.00
C -3.630 1.302 0.211 0.01 0.06 0.03 0.00
H 0.243 2.591 1.784 0.04 0.04 0.07 0.00
H -1.466 2.887 1.506 -0.03 0.08 0.05 0.00
H -0.222 1.085 3.655 -0.01 0.03 -0.04 0.00
H -1.880 0.838 3.141 -0.01 -0.05 -0.01 0.00
H -1.743 5.884 4.671 0.01 0.01 0.01 0.00
H 0.007 7.611 4.648 0.00 -0.02 0.00 0.00
H 2.376 6.981 4.301 -0.02 -0.01 0.00 0.00
H 2.983 4.602 4.012 -0.02 0.00 0.00 0.00
H 1.244 2.868 4.041 0.01 -0.01 -0.03 0.00
H -4.604 2.317 4.217 -0.01 0.00 0.00 0.00
H -6.466 3.065 2.790 0.02 0.01 0.00 0.00
H -6.100 4.836 1.097 0.02 -0.01 0.01 0.00
H -3.853 5.843 0.839 0.00 -0.02 0.02 0.00
H -1.990 5.098 2.259 0.00 -0.01 -0.01 0.00
H 1.315 2.471 -0.290 0.05 0.05 0.00 0.00
H 2.071 3.478 -2.432 -0.01 -0.01 0.04 0.02
H 0.356 3.917 -4.184 -0.01 -0.02 0.01 0.00
H -1.824 2.784 -4.063 0.00 -0.05 -0.06 0.01
H -2.382 1.382 -2.181 -0.06 -0.04 0.04 0.02
H -2.110 -1.503 1.373 0.00 0.00 0.00 0.00
H -4.469 -2.157 1.720 0.00 0.02 -0.01 0.00
H -6.287 -0.620 1.048 0.03 0.01 0.00 0.00
H -5.746 1.605 0.114 0.02 -0.02 0.00 0.00
H -3.405 2.301 -0.149 0.01 -0.03 -0.02 0.00
N 4.672 -6.411 -7.664 -0.04 0.07 0.06 0.00
C 4.276 -5.641 -6.908 -0.04 0.13 0.12 0.00
C 3.778 -4.673 -5.956 0.07 -0.16 -0.16 0.01
C 4.477 -4.435 -4.776 0.05 -0.01 0.05 0.00
C 3.994 -3.517 -3.861 0.09 0.01 0.01 0.01
C 2.808 -2.827 -4.112 -0.17 0.18 0.11 0.01
C 2.118 -3.067 -5.304 -0.05 -0.03 -0.02 0.01
C 2.599 -3.983 -6.221 -0.05 0.04 -0.02 0.00
C 2.274 -1.890 -3.158 0.27 -0.14 -0.29 0.08
C 1.818 -1.103 -2.351 0.03 -0.14 -0.05 0.02
H 5.398 -4.970 -4.584 -0.01 0.01 0.01 0.00
H 4.542 -3.321 -2.949 -0.02 -0.02 0.00 0.00
H 1.199 -2.529 -5.496 0.00 -0.02 -0.01 0.00
H 2.068 -4.169 -7.145 -0.01 0.01 0.02 0.00
C 1.273 -2.135 5.490 0.04 0.02 -0.02 0.00
C 1.076 -1.581 4.084 0.02 0.00 0.02 0.00
C 2.344 -0.932 3.532 -0.05 0.06 0.01 0.01
C 2.165 -0.273 2.152 0.02 -0.05 0.05 0.05
Ge 1.787 -1.536 0.687 0.04 -0.33 0.44 0.16
C 3.413 -2.406 0.040 0.07 -0.03 -0.05 0.03
C 4.362 -3.039 1.073 -0.04 0.02 -0.03 0.01
C 4.001 -4.455 1.519 -0.08 0.01 0.00 0.00
C 2.800 -4.547 2.457 0.07 0.03 0.00 0.00
H 0.359 -2.591 5.874 0.02 0.01 -0.03 0.00
H 1.570 -1.346 6.185 -0.01 -0.02 -0.02 0.00
H 2.055 -2.898 5.503 -0.02 0.02 0.01 0.00
H 0.268 -0.842 4.090 0.01 -0.08 0.00 0.00
H 0.753 -2.386 3.418 -0.01 0.00 0.00 0.00
H 3.144 -1.675 3.511 0.01 0.02 -0.03 0.00
H 2.675 -0.158 4.233 0.01 -0.01 0.02 0.00
H 3.062 0.281 1.861 0.02 -0.02 0.05 0.00
H 1.349 0.446 2.199 0.02 0.05 0.02 0.00
H 0.686 -2.541 1.077 -0.07 0.04 -0.08 0.01
H 3.935 -1.621 -0.511 0.01 -0.01 -0.02 0.00
H 3.097 -3.136 -0.708 0.06 -0.04 0.00 0.00
H 4.472 -2.398 1.953 0.00 0.03 -0.01 0.00
H 5.353 -3.068 0.612 0.02 -0.02 0.00 0.00
H 4.872 -4.884 2.018 0.00 -0.03 0.01 0.00
H 3.825 -5.072 0.632 0.00 0.02 0.01 0.00
H 2.984 -3.994 3.383 -0.02 -0.03 -0.05 0.00
H 2.591 -5.582 2.729 0.02 0.02 0.00 0.00
H 1.894 -4.146 2.000 -0.01 -0.02 -0.01 0.00
C -0.711 0.683 -5.660 -0.02 0.00 0.10 0.02
C -1.233 -0.565 -5.001 0.03 0.02 0.04 0.10
C -1.635 -1.578 -5.857 -0.02 -0.04 0.03 -0.01
C -1.970 -2.843 -5.399 0.00 0.02 -0.03 0.11
C -1.855 -3.129 -4.048 0.00 -0.06 -0.04 -0.01
C -1.453 -2.166 -3.144 -0.03 0.04 0.07 0.10
C -1.405 -2.550 -1.696 -0.09 -0.02 -0.05 0.03
C -1.200 -0.827 -3.593 0.11 0.09 -0.04 0.06
N -0.836 0.064 -2.613 -0.13 0.01 0.11 0.64
H -0.394 0.443 -6.674 -0.01 -0.01 0.01 0.00
H 0.145 1.097 -5.133 0.00 0.01 0.06 0.00
H -1.478 1.451 -5.742 -0.01 0.06 0.02 0.01
H -1.646 -1.375 -6.921 0.00 -0.01 0.02 0.00
H -2.279 -3.611 -6.097 0.00 0.03 0.03 0.01
H -2.081 -4.124 -3.684 0.01 0.03 -0.03 0.00
H -1.533 -3.627 -1.590 -0.03 0.02 -0.01 0.00
H -2.193 -2.051 -1.137 -0.03 0.05 0.08 0.00
H -0.453 -2.299 -1.225 0.09 0.01 0.00 0.01
```
Forces are in eV/Å.

The net charge is +1. Its relative energy (zero: lowest compared OMol25 entry of this formula, charge and spin) is 23.6 kJ/mol. As for the LUMO energy (alpha / beta): -2.5 / -4.9 eV. Its expectation value of S² is 6.080. The calculation puts the HOMO energy (alpha / beta) at -10.25 / -10.63 eV. As for the multiplicity: 5.

A molecular structure, C37H48FGeN4PtSbSi. Source: OMol25; level of theory: the ωB97M-V functional and the def2-TZVPD basis.

Geometry as XYZ:
```
94
Properties=species:S:1:pos:R:3:forces:R:3:lowdin_spin:R:1
Pt -0.362 0.324 -1.059 0.16 0.48 0.14 0.65
C -2.976 -3.665 0.386 0.01 0.05 0.01 0.00
Si -1.560 -2.510 0.089 0.09 0.02 0.11 0.03
C -0.685 -2.095 1.693 0.00 0.00 0.00 0.03
C -0.420 -3.270 -1.171 -0.03 0.04 -0.05 0.01
N -1.983 -0.820 -0.555 -0.02 -0.15 -0.24 0.39
C -3.173 -0.243 -0.773 -0.02 0.01 0.04 0.08
C -4.428 -0.922 -0.631 -0.01 0.01 0.00 0.12
C -5.617 -0.306 -0.921 0.01 -0.01 0.00 0.00
C -5.647 1.022 -1.363 -0.01 0.01 -0.01 0.21
C -4.455 1.750 -1.496 0.03 -0.01 0.01 0.01
C -3.288 1.122 -1.203 -0.03 0.03 0.05 0.12
F -2.122 1.857 -1.295 -0.09 -0.18 -0.13 0.04
H -2.510 -4.597 0.725 -0.02 -0.01 0.01 0.00
H -3.544 -3.916 -0.512 0.02 -0.02 -0.01 0.00
H -3.664 -3.356 1.173 0.01 0.00 0.01 0.00
H 0.122 -2.811 1.875 -0.01 -0.01 0.00 0.00
H -1.373 -2.169 2.537 -0.02 0.02 -0.01 0.00
H -0.238 -1.097 1.703 0.01 0.00 -0.01 0.02
H 0.044 -4.141 -0.700 -0.01 -0.01 0.00 0.00
H 0.382 -2.625 -1.531 0.01 -0.01 0.02 0.00
H -0.967 -3.641 -2.040 -0.01 0.00 0.01 0.00
H -4.422 -1.952 -0.315 0.00 0.00 0.01 0.00
H -6.543 -0.856 -0.822 0.00 0.00 0.00 0.00
H -6.588 1.497 -1.606 0.00 0.00 0.00 0.01
H -4.452 2.780 -1.831 0.00 0.00 0.00 0.00
N 1.204 1.615 -3.713 -0.03 0.02 0.03 0.00
C 1.564 2.172 -2.513 0.07 -0.06 -0.02 0.00
C 2.419 3.290 -2.559 0.01 -0.02 0.02 0.00
C 2.831 3.885 -1.399 0.00 0.00 -0.03 0.00
C 2.402 3.360 -0.170 0.00 -0.03 0.01 0.01
C 1.577 2.278 -0.189 0.04 -0.01 0.03 0.05
N 1.147 1.680 -1.340 -0.10 0.10 -0.01 0.02
C 0.357 0.582 -4.085 -0.01 0.05 -0.01 0.02
C 0.402 0.182 -5.426 -0.01 0.02 0.01 0.01
C -0.435 -0.812 -5.866 -0.01 0.00 0.02 0.00
C -1.320 -1.403 -4.960 -0.02 0.03 -0.03 0.01
C -1.308 -0.970 -3.665 -0.06 0.07 0.03 0.01
N -0.490 0.018 -3.219 0.10 -0.28 -0.03 0.17
H 1.651 2.057 -4.503 0.01 -0.01 0.01 0.00
H 2.738 3.669 -3.521 0.00 0.01 0.00 0.00
H 3.479 4.751 -1.433 0.01 -0.01 0.00 0.00
H 2.714 3.793 0.769 0.00 0.00 0.00 0.00
H 1.214 1.825 0.726 0.00 0.01 0.00 0.03
H 1.099 0.662 -6.101 0.00 0.00 0.00 0.00
H -0.406 -1.130 -6.900 -0.01 0.00 0.00 0.00
H -2.006 -2.180 -5.265 0.01 -0.01 0.00 0.00
H -1.978 -1.392 -2.932 0.04 -0.04 0.01 0.00
Ge 3.750 -0.769 0.576 0.15 -0.19 0.05 0.51
C 4.556 -1.311 -1.076 -0.01 0.10 -0.07 0.14
C 3.768 -1.534 -2.211 -0.03 0.01 0.00 0.03
C 4.368 -1.995 -3.370 0.02 0.00 -0.01 0.00
C 5.748 -2.176 -3.413 0.00 0.00 0.00 0.04
C 6.533 -1.917 -2.296 0.00 0.01 -0.01 0.00
C 5.945 -1.471 -1.123 -0.01 -0.06 0.06 0.03
C 3.347 -2.089 1.871 0.00 -0.04 -0.01 0.15
C 3.401 -3.434 1.455 0.07 0.01 -0.02 0.02
C 3.192 -4.436 2.384 -0.02 0.00 0.01 0.01
C 2.943 -4.107 3.714 -0.01 0.00 0.00 0.00
C 2.890 -2.777 4.130 -0.01 -0.03 0.00 0.00
C 3.079 -1.764 3.211 -0.02 0.07 0.00 0.01
H 0.689 -0.650 -0.530 -0.11 -0.11 -0.19 0.04
H 2.692 -1.383 -2.187 0.01 -0.01 0.01 0.00
H 3.769 -2.219 -4.242 0.00 0.02 0.00 0.00
H 6.217 -2.516 -4.327 0.00 -0.02 0.01 0.00
H 7.604 -2.063 -2.338 0.00 0.00 0.00 0.00
H 6.568 -1.281 -0.256 0.00 0.02 -0.01 0.00
H 3.630 -3.687 0.427 0.01 -0.01 0.01 0.00
H 3.250 -5.474 2.085 -0.01 0.00 -0.01 0.00
H 2.798 -4.897 4.439 0.02 0.00 0.01 0.00
H 2.722 -2.545 5.173 -0.01 0.01 0.00 0.00
H 3.055 -0.730 3.533 0.01 -0.01 0.00 0.00
C 0.570 3.152 4.317 0.01 0.02 0.01 0.00
C -0.713 2.349 4.471 0.04 0.01 -0.03 0.10
Sb -1.857 2.093 2.682 -0.18 0.15 0.32 0.57
C -3.562 0.936 3.264 0.01 -0.01 -0.05 0.08
C -4.472 1.824 4.116 -0.02 -0.03 0.01 0.04
C -2.546 4.032 2.086 0.04 -0.03 -0.07 0.10
C -1.531 4.870 1.320 -0.01 0.01 0.00 0.00
H 1.048 3.255 5.292 -0.01 -0.01 0.01 0.00
H 0.383 4.159 3.947 0.00 0.00 -0.01 0.00
H 1.284 2.660 3.655 0.00 0.00 0.00 0.00
H -1.436 2.861 5.115 0.01 -0.02 0.03 0.02
H -0.546 1.353 4.879 0.00 0.00 0.00 0.00
H -3.169 0.084 3.819 -0.02 -0.01 -0.01 0.00
H -4.058 0.572 2.365 0.00 0.00 0.00 0.00
H -3.978 2.185 5.018 0.01 0.01 -0.01 0.00
H -5.328 1.228 4.441 0.00 0.00 0.00 0.01
H -4.864 2.675 3.560 0.00 0.01 0.00 0.00
H -2.813 4.482 3.047 -0.03 0.03 -0.02 0.02
H -3.463 3.868 1.519 -0.01 0.00 0.02 0.00
H -0.634 5.066 1.906 0.01 -0.02 -0.01 0.00
H -1.974 5.835 1.077 0.00 0.00 0.01 0.00
H -1.240 4.397 0.380 0.00 0.00 0.00 0.00
```
Forces are in eV/Å.

The net charge is +4. As for the LUMO energy (alpha / beta): -11.3 / -13.1 eV. Its expectation value of S² is 6.047. The calculation puts the HOMO energy (alpha / beta) at -18.18 / -18.58 eV. As for the multiplicity: 5.